C26H24ClN2O3P2RuS2Te as an isolated structure, computed with ωB97M-V with the def2-TZVPD basis set.

Calculated values
Max |F|   1.0 eV/Å
Expectation value of S²   8.7896
Electronic energy   -3642.55574 hartree
HOMO level (alpha / beta)   -6.3 / -7.6 eV
Orbital gap (alpha / beta)   0.2371 / 0.2136 hartree
LUMO (alpha / beta)   0.146 / -1.823 eV

Structure (ORCA input):
```
! wB97M-V def2-TZVPD RIJCOSX def2/J DEFGRID3
* xyz 0 6
Te 4.4544 0.9271 -1.4884
Ru 0.4026 1.1173 -0.5909
Cl -0.3339 1.0647 1.9779
S 2.0844 2.8868 -0.2852
S 1.4853 1.2878 -2.7246
P -1.5983 -0.4128 -0.5276
P 3.2164 -0.2013 0.2985
O 4.2233 -1.4472 0.3919
O 3.3630 0.5461 1.7074
O 1.7986 -0.6553 0.1926
N 4.9889 2.8083 -4.4673
N 1.9985 5.6869 -2.7050
C 4.1567 3.1353 -3.7332
C -4.0562 -3.2906 -3.1380
C 3.8848 -2.5273 1.2923
C -3.4544 3.8045 -0.8866
C -2.4372 1.2196 -0.6695
C 3.1841 3.4242 -2.7661
C 4.6201 1.1231 2.1104
C -3.8639 -1.1417 -2.0706
C -2.4917 3.3688 -1.7824
C 2.7438 2.3293 -1.8594
C -2.8167 -3.6592 -2.6334
C 4.5147 1.5027 3.5707
C -3.4069 1.6686 0.2244
C -1.5762 -0.7194 3.5540
C -2.4513 -1.7634 3.8072
C -2.0269 -0.9103 1.1741
C 3.1901 -3.6520 0.5501
C -2.0980 -2.7685 -1.8527
C -2.9046 -1.9574 1.4558
C -4.5754 -2.0351 -2.8588
C -1.9866 2.0775 -1.6844
C -3.9211 2.9502 0.1046
C -1.3831 -0.2934 2.2520
C -2.6239 -1.5102 -1.5574
C -3.1248 -2.3723 2.7587
C 2.5416 4.6670 -2.7298
H 5.4217 0.3977 1.9475
H 5.4713 1.8964 3.9129
H 4.8211 2.0017 1.4970
H 2.8943 -4.4304 1.2543
H 4.8295 -2.8661 1.7171
H 3.2544 -2.1533 2.1022
H 4.2599 0.6287 4.1712
H -5.5403 -1.7472 -3.2563
H -3.4190 -2.4455 0.6388
H -1.0448 -0.2323 4.3609
H 3.7440 2.2611 3.7038
H -1.3152 1.7065 -2.4496
H -2.4062 -4.6352 -2.8579
H 3.8558 -4.0832 -0.1972
H -4.6880 3.2856 0.7912
H -1.1214 -3.0377 -1.4656
H -3.8243 -3.1736 2.9578
H -2.1254 4.0287 -2.5579
H 2.3023 -3.2667 0.0505
H -2.6063 -2.0969 4.8245
H -3.7540 1.0149 1.0152
H -4.2719 -0.1629 -1.8553
H -3.8428 4.8119 -0.9589
H -4.6143 -3.9804 -3.7577
*
```

Here are the natural (NBO) charges for atoms 1 to 8, given in e: number 1, Te, carries 0.303; number 2, Ru, carries 0.766; number 3, Cl, carries 0.082; number 4, S, carries -0.270; number 5, S, carries -0.256; number 6, P, carries 0.886; number 7, P, carries 2.082; number 8, O, carries -0.838

=====

C2Cl4OS in the gas phase at a distorted geometry, computed with ωB97M-V with the def2-TZVPD basis set.

Calculated values
Max |F|   3.3 eV/Å
Electronic energy   -2390.33610 hartree
HOMO level   -10.1 eV
Orbital gap   0.3444 hartree
LUMO   -0.774 eV

Structure (ORCA input):
```
! wB97M-V def2-TZVPD RIJCOSX def2/J DEFGRID3
* xyz 0 1
Cl -2.3444 0.1793 -0.2121
Cl -0.8943 2.7897 -0.6761
Cl 1.9752 -2.2578 -0.1097
Cl 1.8058 0.9472 -0.5643
S 0.0365 -1.5246 0.3176
O 0.0284 -1.3670 1.8154
C 0.2322 0.2055 -0.2098
C -0.8395 1.0276 -0.3610
*
```

What are the natural (NBO) partial charges on each atom? They are as follows, in elementary charge units: number 1, Cl, carries 0.070; number 2, Cl, carries 0.081; number 3, Cl, carries -0.226; number 4, Cl, carries 0.051; number 5, S, carries 1.288; number 6, O, carries -0.859; number 7, C, carries -0.344; number 8, C, carries -0.061

=====

C45H38InO15 as an isolated structure, computed with ωB97M-V with the def2-TZVPD basis set.

Calculated values
Max |F|   0.6 eV/Å
Electronic energy   -3055.99721 hartree
HOMO level   -4.3 eV
Orbital gap   0.1332 hartree
LUMO   -0.723 eV

Structure (ORCA input):
```
! wB97M-V def2-TZVPD RIJCOSX def2/J DEFGRID3
* xyz -1 1
In -0.0327 -3.3448 -1.4651
O 4.3609 -1.4595 1.4826
O -3.9889 2.6806 -5.0645
O -6.0691 0.9833 -8.0376
O 12.0884 -1.1941 1.7404
O 7.5428 -3.6352 2.9176
O -4.2290 -2.6620 -0.3722
O -9.9499 4.4810 -7.1808
O -3.5490 2.1484 7.9798
O -13.1635 7.5860 -8.1107
O 3.1543 -2.6143 6.5067
O -14.1366 5.4073 -3.3833
O 11.7158 -2.0271 5.1293
O -2.1018 -2.2311 -4.4880
O 0.1105 0.0161 4.8050
O 16.6115 -2.3607 7.1108
C 4.7699 -2.8297 3.3506
C -0.7286 0.5060 5.5304
C 9.7340 -1.0993 1.7686
C 8.5878 -3.0819 2.6487
C -2.8772 -3.1788 -0.2318
C 12.8355 -2.1039 5.5885
C 4.4718 -3.1111 4.6171
C -6.7218 3.0094 -7.0287
C -2.3075 2.3254 5.9873
C -13.3800 7.0856 -7.0274
C -6.9539 1.7856 -7.8378
C -1.8383 -2.1941 -0.7086
C -14.9432 6.7003 -5.1748
C -4.4409 0.4328 -4.5288
C -2.7123 1.6592 7.2507
C 11.0327 -3.1170 2.5855
C -9.2894 2.4590 -8.1822
C -14.6983 7.2485 -6.3612
C 4.0754 -1.7322 2.6289
C -1.6499 0.0109 -5.0181
C -2.0531 0.3730 7.5892
C -13.9084 5.9037 -4.4661
C -1.3869 1.7913 5.1896
C -7.6995 3.8870 -6.8153
C -8.3158 1.5792 -8.3970
C -2.1254 1.2454 -5.1612
C 14.3148 -2.7664 7.4268
C 14.0077 -1.6223 4.8157
C 2.7316 -1.2643 4.6255
C 9.8960 -3.7355 2.8866
C -2.5365 -1.1145 -4.6214
C -12.5937 5.7430 -5.1325
C 8.5932 -1.7155 2.0660
C 3.0316 -0.9759 3.3623
C 13.0830 -2.6826 6.9320
C -3.9710 -0.8032 -4.3836
C -12.3458 6.2905 -6.3197
C 3.4312 -2.3525 5.3505
C 11.0430 -1.7528 2.0064
C -3.5555 1.5494 -4.9299
C 15.2393 -1.7072 5.3121
C 15.4901 -2.2844 6.6565
C -9.0554 3.6806 -7.3738
C 1.6776 -3.2961 -0.0206
C -1.1329 -0.1626 6.7922
H 13.7966 -1.2068 3.8368
H 4.9660 -3.9039 5.1655
H 2.3418 -4.1260 -0.2764
H 12.2115 -3.0264 7.4747
H -10.2884 2.3314 -8.5796
H -15.4364 7.8330 -6.8961
H -5.4810 0.6829 -4.3603
H -2.2584 -1.6342 -1.5494
H 5.5268 -3.3715 2.7949
H 1.2600 -3.5365 0.9626
H -1.5498 -1.5015 0.0845
H -0.5196 -5.0714 -1.5909
H -11.3935 6.1799 -6.8176
H -0.6086 -0.2394 -5.1758
H -0.6374 -1.0987 7.0181
H -2.6745 -3.4019 0.8263
H -11.8542 5.1582 -4.6003
H 2.5327 -0.1869 2.8138
H -4.8156 -3.4188 -0.2812
H -1.0759 2.2572 4.2633
H 0.3784 -2.6588 -3.0570
H -2.8026 -4.1368 -0.7567
H -2.3647 -0.0950 8.5142
H -7.5537 4.7852 -6.2290
H -8.4619 0.6801 -8.9822
H 16.1102 -1.3641 4.7684
H 12.0020 -3.5694 2.7492
H 1.9753 -0.7290 5.1738
H 2.2277 -2.3573 -0.0038
H -4.5961 -1.6350 -4.0857
H 7.6231 -1.2623 1.8999
H -15.8955 6.8044 -4.6704
H 14.5223 -3.1841 8.4037
H -5.7243 3.1387 -6.6255
H 9.7640 -0.1044 1.3433
H 9.8666 -4.7283 3.3166
H -1.4993 2.0808 -5.4483
H -2.8027 3.2606 5.7595
*
```

Here are the Mulliken charges for atoms 1 to 8, given in e: number 1, In, carries 0.797; number 2, O, carries -0.570; number 3, O, carries -0.639; number 4, O, carries -0.539; number 5, O, carries -0.603; number 6, O, carries -0.509; number 7, O, carries -0.551; number 8, O, carries -0.461

=====

A 2-piece molecular cluster, C3H6O4 overall at a distorted geometry, computed with ωB97M-V with the def2-TZVPD basis set.

Calculated values
Max |F|   5.1 eV/Å
Electronic energy   -418.76104 hartree
HOMO level   -8.7 eV
Orbital gap   0.3418 hartree
LUMO   0.562 eV

Structure (ORCA input):
```
! wB97M-V def2-TZVPD RIJCOSX def2/J DEFGRID3
* xyz 0 1
O -2.7152 -0.1163 -0.9022
O 3.0106 0.0293 0.2896
O 1.3790 1.4085 -0.1822
O -1.4803 0.8548 0.6902
C -1.5306 -0.1976 -0.1604
C 1.7537 0.5226 0.5820
C -0.7135 -1.2176 -0.3133
H -1.0907 -1.9467 -0.9682
H 0.2590 -1.0028 0.2459
H -3.4010 -0.0600 -0.2619
H 2.0662 1.6484 -0.9213
H 3.0069 -0.7320 0.8832
H -0.5441 0.8094 1.0188
*
```

Here are the natural (NBO) charges for atoms 1 to 8, given in e: number 1, O, carries -0.703; number 2, O, carries -0.713; number 3, O, carries -0.634; number 4, O, carries -0.690; number 5, C, carries 0.585; number 6, C, carries 0.404; number 7, C, carries -0.641; number 8, H, carries 0.236

=====

Q: Which of these has the lowest max |F|?
A: C45H38InO15

=====

Q: What is the formula in the third record?
A: C45H38InO15

=====

Q: electronic energy of number 1 (C26H24ClN2O3P2RuS2Te)?
A: -3642.55574 hartree

=====

Q: The highest electronic energy belongs to which entry?
A: C3H6O4